No. 1
Below is a structure of composition C23H34IIrN2O2S3Si2Te, with properties calculated with ωB97M-V with the def2-TZVPD basis set.

Structure (XYZ):
```
69
Properties=species:S:1:pos:R:3:nbo_charge:R:1
Ir 0.888 0.990 0.394 0.762
C 2.922 2.439 -3.383 -0.650
C 3.473 1.183 -2.782 0.218
N 4.261 0.411 -3.490 -0.360
C 4.753 -0.729 -2.943 0.030
C 4.523 -1.107 -1.652 -0.020
C 5.060 -2.403 -1.102 -0.097
O 4.046 -3.155 -0.441 -0.745
C 3.660 -0.295 -0.890 -0.195
C 3.328 -0.661 0.445 0.246
N 2.264 -0.308 1.086 -0.485
C 2.019 -0.942 2.352 0.161
C 2.380 -2.271 2.552 -0.219
C 2.113 -2.891 3.762 -0.178
C 1.482 -2.200 4.788 -0.176
C 1.094 -0.882 4.594 -0.220
C 1.360 -0.289 3.374 -0.207
I 0.718 1.652 3.014 0.386
C 3.102 0.828 -1.455 0.328
O 2.260 1.616 -0.803 -0.673
H 3.352 2.586 -4.370 0.249
H 3.142 3.299 -2.749 0.229
H 1.835 2.370 -3.467 0.227
H 5.349 -1.348 -3.603 0.212
H 5.835 -2.223 -0.355 0.196
H 5.520 -2.969 -1.913 0.200
H 3.398 -3.453 -1.101 0.499
H 4.017 -1.312 0.967 0.239
H 2.841 -2.824 1.740 0.261
H 2.393 -3.927 3.897 0.240
H 1.278 -2.684 5.733 0.239
H 0.594 -0.331 5.379 0.239
S 1.710 -2.788 -2.854 -0.035
C 0.763 -1.748 -1.991 -0.588
S 0.262 -2.069 -0.360 -0.173
S 0.247 -0.305 -2.811 0.029
C -3.931 -1.998 -1.352 -1.140
Si -3.804 -1.825 0.494 1.652
C -5.478 -1.520 1.229 -1.120
C -2.997 -3.302 1.265 -1.130
C -2.750 -0.277 0.886 -1.178
Te -1.339 0.189 -0.655 1.176
C -2.322 1.928 -1.426 -1.225
Si -2.150 3.531 -0.461 1.648
C -0.336 3.792 -0.049 -1.033
C -3.164 3.437 1.088 -1.133
C -2.735 4.898 -1.566 -1.118
H -4.642 -2.787 -1.611 0.262
H -2.971 -2.268 -1.803 0.250
H -4.281 -1.074 -1.824 0.234
H -6.124 -2.384 1.051 0.254
H -5.964 -0.645 0.789 0.241
H -5.419 -1.369 2.310 0.244
H -3.376 -4.223 0.815 0.256
H -3.211 -3.343 2.336 0.244
H -1.912 -3.294 1.133 0.250
H -2.171 -0.411 1.803 0.258
H -3.369 0.618 0.976 0.253
H -3.370 1.627 -1.513 0.264
H -1.910 2.040 -2.432 0.267
H -0.198 4.078 0.995 0.243
H 0.125 4.565 -0.668 0.273
H 0.281 2.888 -0.233 0.146
H -2.777 2.707 1.806 0.235
H -4.202 3.181 0.861 0.252
H -3.171 4.412 1.585 0.257
H -2.081 5.006 -2.435 0.249
H -2.744 5.854 -1.034 0.252
H -3.750 4.710 -1.925 0.252
```

net charge = +1
<S²> = 0.80
multiplicity = 2
energy above the lowest of the compared OMol25 structures with the same formula, charge and spin = 106.0 kcal per mole
frontier orbital gap (spin up / spin down) = 0.1871 / 0.1787 Ha

No. 2
Below is a structure of composition C23H34MgN6O5, with properties calculated with ωB97M-V with the def2-TZVPD basis set.

Structure (XYZ):
```
69
Properties=species:S:1:pos:R:3:nbo_charge:R:1
Mg -0.404 -1.072 1.309 1.895
C 0.388 0.140 -0.316 0.988
O -0.708 0.456 0.190 -0.948
O 0.217 -1.047 -0.539 -0.997
O 1.068 -0.029 0.676 -0.871
C -0.609 0.221 5.451 -0.725
C -1.287 0.320 4.048 0.740
O -0.902 -0.333 3.060 -0.865
N -2.269 1.204 4.017 -0.541
C -2.997 1.537 2.827 -0.450
H -1.305 0.067 6.275 0.247
H 0.064 1.052 5.662 0.263
H 0.107 -0.601 5.476 0.249
H -2.449 1.743 4.852 0.426
H -2.382 2.123 2.145 0.237
H -3.902 2.137 2.918 0.246
H -3.228 0.642 2.248 0.205
C 0.665 -4.564 -0.753 -0.700
C 1.254 -4.277 -2.128 0.651
O 1.570 -5.246 -2.889 -0.636
N 1.403 -3.021 -2.576 -0.650
C 2.196 -2.617 -3.767 -0.414
H 0.114 -5.505 -0.783 0.253
H -0.134 -3.866 -0.506 0.179
H 1.460 -4.473 -0.014 0.254
H 0.940 -2.314 -2.022 0.412
H 2.959 -3.386 -3.886 0.252
H 2.535 -1.592 -3.617 0.219
H 1.653 -2.571 -4.711 0.171
N 0.675 2.850 2.028 -0.522
C 1.409 3.601 1.168 -0.068
C 1.365 4.865 1.587 -0.311
C 0.586 4.967 2.720 -0.290
C 0.198 3.659 3.029 -0.102
H 0.473 1.877 1.853 0.432
H 1.895 3.156 0.312 0.212
H 1.845 5.653 1.024 0.227
H 0.340 5.870 3.259 0.229
H -0.455 3.233 3.776 0.185
N -2.163 2.900 -0.562 -0.533
C -1.892 4.162 -0.163 -0.074
C -2.646 5.037 -0.941 -0.318
C -3.459 4.254 -1.768 -0.284
C -3.182 2.907 -1.526 -0.128
H -1.725 2.052 -0.230 0.442
H -1.180 4.508 0.571 0.230
H -2.546 6.108 -0.853 0.224
H -4.167 4.749 -2.416 0.221
H -3.617 2.020 -1.962 0.195
N -1.569 -2.362 -3.244 -0.542
C -1.451 -2.749 -4.573 0.200
C -2.679 -2.842 -5.183 -0.236
C -3.684 -2.511 -4.190 -0.184
C -2.907 -2.203 -3.039 0.208
H -0.854 -2.066 -2.594 0.477
H -0.446 -2.966 -4.903 0.259
H -2.990 -3.089 -6.187 0.275
H -4.735 -2.378 -4.401 0.273
H -3.217 -1.825 -2.077 0.239
N 3.645 -1.370 0.409 -0.535
C 4.059 -2.621 0.131 -0.084
C 5.329 -2.837 0.544 -0.300
C 5.717 -1.689 1.235 -0.304
C 4.692 -0.777 1.119 -0.085
H 2.712 -0.991 0.331 0.438
H 3.410 -3.188 -0.521 0.183
H 5.875 -3.765 0.459 0.224
H 6.727 -1.539 1.586 0.226
H 4.598 0.212 1.542 0.211
```

net charge = +1
<S²> = 0.76
multiplicity = 2
frontier orbital gap (spin up / spin down) = 0.1826 / 0.0842 Ha

No. 3
Below is an isolated molecule of C23H34N4O, with properties calculated with ωB97M-V with the def2-TZVPD basis set.

Structure (XYZ):
```
62
Properties=species:S:1:pos:R:3:nbo_charge:R:1
C 4.532 -5.082 0.673 -0.607
H 4.742 -4.024 0.961 0.208
C 2.972 -5.419 0.901 -0.281
C 2.910 -5.553 2.419 -0.399
C 1.591 -5.923 2.603 -0.165
C 1.298 -5.993 4.336 -0.603
H 1.558 -5.009 4.887 0.204
H 1.817 -6.765 4.656 0.182
H 0.143 -6.322 4.428 0.195
C 0.561 -4.883 2.073 -0.236
N 0.586 -5.049 0.733 -0.432
C 2.038 -4.687 0.297 -0.207
H 2.377 -4.480 -0.875 0.233
H 2.254 -3.523 0.792 0.141
C -0.262 -4.358 -0.246 -0.156
H -1.156 -4.832 0.252 0.207
C -0.285 -2.713 0.069 -0.360
H -0.588 -2.573 1.178 0.194
H 0.355 -2.238 -0.288 0.157
C -1.592 -2.278 -0.702 -0.252
N -1.722 -0.910 -0.777 -0.523
C -1.476 -0.071 -1.509 0.636
O -1.143 -0.371 -2.719 -0.728
C -1.632 1.440 -1.182 -0.097
C -2.704 1.798 -0.623 -0.199
C -2.667 3.346 -0.236 0.161
N -3.252 4.023 0.625 -0.457
C -3.309 5.205 0.444 0.214
N -2.124 5.399 -0.376 -0.354
C -1.795 4.249 -0.897 0.036
C -1.051 3.709 -1.948 -0.200
C -0.829 2.321 -2.228 -0.106
H -0.226 2.002 -2.837 0.190
H -0.208 4.420 -2.535 0.195
C -1.618 6.705 -0.908 -0.008
H -2.463 7.463 -0.283 0.196
C -0.219 6.877 -0.791 -0.496
H 0.328 6.010 -0.477 0.272
H -0.047 7.242 0.417 0.199
C 0.187 7.765 -1.557 -0.402
H 1.417 8.009 -1.708 0.215
H -0.052 8.808 -1.163 0.221
C -0.407 7.329 -2.896 -0.420
C -1.708 6.977 -2.410 -0.428
H -2.263 5.959 -2.966 0.237
H -2.569 7.934 -2.643 0.227
H -0.459 8.291 -3.700 0.202
H 0.151 6.717 -3.396 0.210
H -3.708 6.004 0.895 0.187
H -3.186 1.116 0.223 0.206
H -2.012 -0.483 0.168 0.362
H -2.559 -2.771 -0.616 0.220
H -1.462 -2.329 -2.011 0.241
H 0.024 -4.418 -1.109 0.177
H -0.473 -5.028 2.357 0.202
H 0.636 -3.856 2.742 0.154
H 1.274 -6.958 2.292 0.212
H 3.581 -6.416 2.972 0.212
H 3.048 -4.628 2.935 0.205
H 2.882 -6.303 0.769 0.187
H 5.282 -5.818 0.915 0.223
H 4.681 -5.055 -0.400 0.196
```

structure (SMILES) = C[C@@H]1C[C@H](C)CN(CCCNC(=O)c2ccc3c(c2)ncn3C2CCCC2)C1
energy above the lowest of the compared OMol25 structures with the same formula, charge and spin = 550.1 kcal per mole
frontier orbital gap = 0.3088 Ha